# 1
{
  "formula": "C23H20N4O2S",
  "method": "ωB97M-V with the def2-TZVPD basis set",
  "elements": ["C", "C", "N", "N", "C", "C", "O", "N", "C", "C", "C", "C", "C", "C", "S", "C", "C", "C", "C", "C", "C", "C", "C", "C", "C", "C", "C", "N", "O", "C", "H", "H", "H", "H", "H", "H", "H", "H", "H", "H", "H", "H", "H", "H", "H", "H", "H", "H", "H", "H"],
  "coordinates": [[1.768, 3.058, -3.669], [0.988, 2.017, -2.927], [1.373, 0.762, -2.861], [0.669, -0.151, -2.155], [1.518, -1.245, -1.606], [0.632, -2.301, -0.879], [0.318, -3.252, -1.556], [0.168, -2.203, 0.436], [0.779, -1.285, 1.295], [0.487, 0.044, 1.186], [1.138, 0.962, 2.024], [2.078, 0.528, 2.954], [2.438, -0.831, 3.003], [1.749, -1.732, 2.200], [2.138, -3.464, 2.410], [0.536, -4.124, 1.932], [0.033, -5.337, 2.422], [-1.241, -5.777, 2.110], [-2.040, -5.041, 1.199], [-1.576, -3.856, 0.641], [-0.301, -3.373, 1.029], [-0.304, 2.418, -2.405], [-1.485, 2.260, -3.155], [-2.710, 2.557, -2.561], [-2.748, 3.034, -1.267], [-1.587, 3.253, -0.505], [-1.718, 3.740, 0.927], [-0.723, 3.930, 1.744], [-0.989, 4.396, 3.058], [-0.358, 2.944, -1.096], [1.114, 3.543, -4.407], [2.632, 2.644, -4.183], [2.112, 3.813, -2.958], [-0.126, 0.151, -1.582], [2.268, -0.855, -0.915], [2.097, -1.693, -2.424], [-0.280, 0.336, 0.511], [0.808, 1.987, 1.993], [2.455, 1.257, 3.686], [3.174, -1.255, 3.712], [0.709, -5.858, 3.099], [-1.626, -6.722, 2.510], [-3.037, -5.438, 0.918], [-2.207, -3.275, -0.033], [-1.404, 1.892, -4.160], [-3.664, 2.433, -3.070], [-3.749, 3.191, -0.863], [-2.681, 4.056, 1.293], [-0.191, 4.830, 3.446], [0.566, 3.032, -0.501]],
  "smiles": "C/C(=N/NCC(=O)N1c2ccccc2Sc2ccccc21)c1cccc(/C=N/O)c1"
}

---

# 2
{
  "formula": "C23H20N6O4",
  "method": "ωB97M-V with the def2-TZVPD basis set",
  "elements": ["C", "C", "C", "C", "C", "O", "C", "C", "C", "C", "C", "C", "N", "C", "O", "C", "N", "C", "N", "C", "C", "O", "N", "C", "C", "O", "N", "C", "C", "C", "N", "C", "C", "H", "H", "H", "H", "H", "H", "H", "H", "H", "H", "H", "H", "H", "H", "H", "H", "H", "H", "H", "H"],
  "coordinates": [[8.817, 1.287, 0.746], [7.391, 1.008, 0.378], [6.798, 1.755, -0.651], [5.491, 1.564, -1.053], [4.778, 0.587, -0.384], [3.498, 0.169, -0.541], [3.345, -0.813, 0.388], [2.074, -1.497, 0.507], [1.923, -2.498, 1.465], [0.713, -3.154, 1.582], [-0.344, -2.822, 0.753], [-0.194, -1.823, -0.207], [-1.303, -1.540, -1.021], [-1.444, -0.575, -1.956], [-0.610, 0.235, -2.286], [-2.842, -0.588, -2.617], [-3.898, -0.777, -1.660], [-4.487, -2.000, -1.406], [-5.291, -1.982, -0.397], [-5.258, -0.701, 0.074], [-5.965, -0.140, 1.198], [-6.733, -0.700, 1.942], [-5.649, 1.221, 1.364], [-6.291, 1.924, 2.465], [-4.810, 1.996, 0.599], [-4.636, 3.170, 0.838], [-4.155, 1.382, -0.470], [-3.317, 2.221, -1.304], [-4.392, 0.062, -0.700], [1.016, -1.156, -0.333], [4.397, -1.050, 1.108], [5.351, -0.177, 0.654], [6.669, 0.033, 1.041], [8.929, 2.320, 1.072], [9.147, 0.632, 1.547], [9.467, 1.139, -0.116], [7.392, 2.508, -1.146], [5.045, 2.144, -1.844], [2.760, -2.739, 2.099], [0.585, -3.928, 2.322], [-1.291, -3.336, 0.849], [-2.105, -2.134, -0.839], [-2.963, 0.340, -3.177], [-2.876, -1.421, -3.326], [-4.295, -2.857, -2.021], [-6.878, 2.757, 2.080], [-6.931, 1.210, 2.977], [-5.534, 2.315, 3.144], [-2.305, 1.827, -1.375], [-3.284, 3.200, -0.826], [-3.752, 2.333, -2.298], [1.142, -0.381, -1.071], [7.103, -0.553, 1.835]],
  "smiles": "Cc1ccc2oc(-c3cccc(NC(=O)Cn4cnc5c(=O)n(C)c(=O)n(C)c54)c3)nc2c1"
}

---

# 3
{
  "formula": "C23H21AsN3NaO8",
  "method": "ωB97M-V with the def2-TZVPD basis set",
  "elements": ["Na", "O", "C", "O", "C", "C", "C", "C", "C", "C", "O", "N", "O", "O", "N", "O", "O", "H", "H", "N", "C", "C", "C", "C", "C", "C", "C", "C", "C", "C", "C", "C", "C", "H", "H", "H", "H", "H", "H", "H", "H", "H", "H", "C", "As", "C", "C", "O", "H", "H", "H", "H", "H", "H", "H", "H", "H"],
  "coordinates": [[1.611, 0.180, -1.376], [5.050, 0.156, -1.034], [4.141, -0.488, -0.489], [3.313, -1.277, -1.022], [4.034, -0.359, 1.037], [5.093, -0.749, 1.790], [5.044, -0.693, 3.205], [3.931, -0.203, 3.845], [2.843, 0.226, 3.102], [2.819, 0.177, 1.645], [1.871, 0.593, 0.951], [1.739, 0.770, 3.862], [0.702, 1.070, 3.296], [1.891, 0.935, 5.075], [6.160, -1.135, 3.988], [7.148, -1.570, 3.405], [6.092, -1.086, 5.214], [5.992, -1.099, 1.302], [3.896, -0.143, 4.921], [-0.865, -0.161, -1.751], [-1.834, -0.940, -1.645], [-3.265, -0.453, -1.872], [-3.469, 0.610, -2.753], [-4.724, 1.171, -2.928], [-5.814, 0.691, -2.205], [-5.626, -0.359, -1.319], [-4.366, -0.931, -1.164], [-1.691, -2.404, -1.251], [-0.650, -2.770, -0.400], [-0.424, -4.098, -0.078], [-1.233, -5.097, -0.612], [-2.269, -4.748, -1.466], [-2.499, -3.412, -1.774], [-2.593, 0.988, -3.268], [-4.858, 1.991, -3.625], [-6.795, 1.134, -2.331], [-6.462, -0.735, -0.739], [-4.233, -1.751, -0.468], [-0.006, -1.988, -0.017], [0.396, -4.356, 0.581], [-1.050, -6.137, -0.369], [-2.899, -5.518, -1.899], [-3.310, -3.149, -2.445], [-1.141, 4.118, -1.828], [0.149, 3.037, -0.876], [-0.884, 1.955, 0.327], [1.140, 4.220, 0.285], [1.198, 2.346, -1.945], [-1.692, 4.770, -1.150], [-1.830, 3.431, -2.320], [-0.612, 4.706, -2.576], [-1.725, 1.529, -0.213], [-1.205, 2.593, 1.154], [-0.246, 1.166, 0.719], [0.494, 4.698, 1.020], [1.662, 4.967, -0.311], [1.865, 3.583, 0.792]],
  "total_charge": -2
}

---

# 4
{
  "formula": "C23H21AuFN6O",
  "method": "ωB97M-V with the def2-TZVPD basis set",
  "elements": ["Au", "O", "C", "N", "C", "C", "C", "C", "C", "C", "N", "C", "C", "C", "C", "C", "N", "H", "H", "H", "H", "H", "H", "H", "H", "H", "H", "N", "C", "C", "N", "C", "C", "N", "H", "H", "H", "H", "H", "F", "C", "C", "C", "C", "C", "C", "C", "H", "H", "H", "H", "H", "H"],
  "coordinates": [[0.309, -0.087, -0.296], [-0.297, 3.756, 1.053], [-0.224, 2.564, 0.814], [0.467, 1.929, -0.133], [1.307, 2.615, -1.069], [1.984, 1.570, -1.927], [2.955, 1.922, -2.853], [3.517, 0.962, -3.665], [3.094, -0.358, -3.559], [2.141, -0.665, -2.624], [1.608, 0.273, -1.812], [-1.016, 1.557, 1.647], [-1.913, 1.997, 2.593], [-2.694, 1.073, 3.268], [-2.552, -0.276, 2.979], [-1.626, -0.659, 2.032], [-0.862, 0.235, 1.390], [2.061, 3.234, -0.574], [0.747, 3.295, -1.722], [3.251, 2.960, -2.925], [4.274, 1.237, -4.389], [3.494, -1.137, -4.193], [1.769, -1.671, -2.509], [-1.983, 3.063, 2.759], [-3.418, 1.400, 4.004], [-3.149, -1.027, 3.475], [-1.483, -1.701, 1.777], [-4.881, 2.264, -0.573], [-4.234, 1.084, -0.801], [-2.864, 1.060, -1.118], [-2.218, -0.075, -1.287], [-2.920, -1.214, -1.180], [-4.265, -1.178, -0.879], [-4.931, -0.039, -0.673], [-4.457, 3.136, -0.826], [-5.882, 2.233, -0.487], [-2.292, 1.982, -1.207], [-2.397, -2.150, -1.341], [-4.833, -2.098, -0.792], [5.060, -2.459, 3.112], [3.968, -2.396, 2.335], [4.118, -2.518, 0.971], [2.982, -2.451, 0.177], [1.721, -2.257, 0.730], [0.507, -2.101, -0.148], [1.616, -2.170, 2.115], [2.737, -2.235, 2.931], [5.103, -2.679, 0.552], [3.082, -2.577, -0.894], [-0.415, -2.465, 0.305], [0.630, -2.527, -1.143], [0.639, -2.057, 2.571], [2.667, -2.174, 4.010]],
  "total_charge": 1
}

---

Kohn-Sham gap for the records above, in order: 8.226; 8.376; 5.458; 7.877 eV
E_HOMO for the records above, in order: -0.2986; -0.3079; -0.0548; -0.4123 Ha